[1]
# C5H27N2O6S

A cluster of 7 separate species, C5H27N2O6S in total (ωB97M-V/def2-TZVPD, OMol25).

Cartesian coordinates (Å):
C1 -0.169 -1.140 1.806
N1 0.586 -0.178 1.014
C2 1.627 0.558 1.745
C3 1.603 2.014 1.265
S1 0.161 2.954 1.849
C4 3.011 -0.037 1.524
C5 -1.420 -0.440 2.366
N2 -2.150 0.231 1.256
H1 -0.474 -1.975 1.181
H2 0.393 -1.547 2.658
H3 0.922 -0.557 0.141
H4 1.365 0.518 2.812
H5 2.513 2.552 1.509
H6 1.613 2.026 0.169
H7 0.653 3.354 3.017
H8 3.780 0.450 2.137
H9 3.311 0.033 0.473
H10 3.035 -1.101 1.793
H11 -1.132 0.310 3.102
H12 -2.073 -1.163 2.871
H13 -1.465 0.665 0.610
H14 -2.768 0.959 1.606
H15 -2.717 -0.470 0.724
H16 0.556 -1.834 -4.122
H17 1.205 -2.249 -2.793
O1 0.682 -1.524 -3.219
H18 1.083 0.103 -2.782
H19 1.225 1.533 -3.377
O2 1.099 1.060 -2.540
H20 -2.604 -1.752 -1.043
H21 -3.882 -2.313 -0.395
O3 -3.042 -1.908 -0.154
H22 -1.021 -1.380 -2.683
H23 -1.896 -0.191 -2.177
O4 -1.934 -1.141 -2.421
H24 2.974 -3.585 -2.092
H25 1.642 -4.420 -1.980
O5 2.019 -3.532 -2.006
H26 -1.736 2.234 -1.994
H27 -0.444 1.377 -1.841
O6 -1.402 1.431 -1.581

HOMO level = -11.83 eV
Charge = +1
Multiplicity = 1
Orbital gap = 9.427 eV

---

[2]
# H16O8Xe

A structure of composition H16O8Xe (ωB97M-V/def2-TZVPD, OMol25).

Cartesian coordinates (Å):
Xe1 0.500 -0.718 0.905
O1 1.483 -0.097 -3.110
H1 0.742 0.506 -3.057
H2 2.023 0.117 -2.350
O2 0.229 2.263 -0.896
H3 -0.394 1.694 -0.444
H4 -0.182 2.445 -1.742
O3 3.033 1.085 -0.988
H5 3.798 1.649 -0.873
H6 2.292 1.629 -0.723
O4 -2.427 1.063 -0.505
H7 -2.446 0.570 0.315
H8 -2.848 0.485 -1.141
O5 -2.682 -2.480 -0.458
H9 -2.119 -3.197 -0.749
H10 -3.525 -2.896 -0.275
O6 -2.740 -0.696 1.602
H11 -2.548 -1.414 0.999
H12 -2.880 -1.124 2.447
O7 4.070 -1.567 0.337
H13 3.863 -0.633 0.320
H14 4.539 -1.724 -0.483
O8 -0.482 1.303 3.385
H15 -1.373 1.059 3.635
H16 0.076 0.678 3.848

HOMO level = -10.58 eV
Multiplicity = 1
Orbital gap = 10.572 eV

---

[3]
# C48H92Br8F12O20

A cluster of 12 separate species, C48H92Br8F12O20 in total at a distorted geometry (ωB97M-V/def2-TZVPD, OMol25).

Cartesian coordinates (Å):
C1 -0.065 2.598 2.476
O1 -0.685 3.501 3.338
C2 -1.212 3.098 4.597
C3 -1.701 4.358 5.347
O2 -0.556 4.990 5.880
C4 -0.700 6.099 6.705
C5 0.748 6.460 6.985
O3 0.818 7.343 8.086
C6 2.132 7.665 8.310
H1 0.932 2.337 2.888
H2 0.005 3.056 1.474
H3 -0.730 1.728 2.454
H4 -0.458 2.593 5.186
H5 -2.080 2.397 4.553
H6 -2.495 4.071 6.065
H7 -2.126 5.036 4.593
H8 -1.341 5.883 7.574
H9 -1.224 6.821 6.096
H10 1.124 6.979 6.103
H11 1.350 5.565 7.222
H12 2.822 6.841 8.644
H13 2.125 8.389 9.102
H14 2.538 8.204 7.449
C7 0.298 5.739 -3.129
O4 0.553 4.578 -3.796
C8 -0.500 3.648 -3.600
C9 -0.271 2.451 -4.543
O5 -0.947 1.452 -3.926
C10 -1.028 0.139 -4.467
C11 -2.077 0.143 -5.611
O6 -1.394 0.427 -6.800
C12 -2.191 0.561 -7.988
H15 -0.646 6.217 -3.522
H16 1.150 6.402 -3.368
H17 0.232 5.637 -2.004
H18 -1.459 4.215 -3.672
H19 -0.520 3.318 -2.530
H20 0.782 2.263 -4.531
H21 -0.620 2.590 -5.534
H22 -1.346 -0.608 -3.668
H23 -0.051 -0.155 -4.921
H24 -2.896 0.862 -5.490
H25 -2.599 -0.817 -5.747
H26 -2.791 -0.363 -8.178
H27 -1.470 0.747 -8.774
H28 -2.874 1.401 -7.966
C13 -2.901 -4.854 5.324
O7 -1.749 -4.125 5.064
C14 -0.994 -4.349 3.848
C15 -1.699 -4.216 2.547
O8 -2.713 -3.219 2.564
C16 -3.053 -2.785 1.274
C17 -4.186 -1.847 1.254
O9 -3.943 -0.585 1.832
C18 -5.045 0.345 1.703
H29 -2.690 -5.946 5.262
H30 -3.667 -4.466 4.684
H31 -3.228 -4.559 6.337
H32 -0.532 -5.345 3.884
H33 -0.127 -3.649 3.956
H34 -2.121 -5.167 2.192
H35 -0.973 -3.900 1.812
H36 -3.327 -3.681 0.758
H37 -2.178 -2.311 0.803
H38 -4.979 -2.403 1.718
H39 -4.546 -1.687 0.213
H40 -5.231 0.713 0.647
H41 -4.821 1.243 2.276
H42 -5.982 -0.108 2.028
C19 1.125 -4.957 0.169
O10 0.075 -4.251 -0.522
C20 0.662 -3.510 -1.570
C21 -0.413 -2.924 -2.425
O11 -1.218 -3.885 -3.148
C22 -0.490 -4.670 -4.050
C23 0.233 -3.980 -5.207
O12 -0.685 -3.071 -5.762
C24 -0.430 -2.754 -7.142
H43 1.487 -5.816 -0.356
H44 0.733 -5.276 1.108
H45 2.021 -4.333 0.300
H46 1.350 -4.102 -2.172
H47 1.193 -2.627 -1.199
H48 -0.085 -2.197 -3.130
H49 -1.183 -2.505 -1.808
H50 -1.222 -5.332 -4.530
H51 0.223 -5.357 -3.577
H52 0.557 -4.731 -5.933
H53 1.106 -3.371 -4.948
H54 -0.280 -3.695 -7.729
H55 0.450 -2.092 -7.263
H56 -1.298 -2.232 -7.518
Br1 3.008 -4.330 4.960
C25 4.171 -5.507 3.998
C26 4.220 -4.986 2.571
Br2 5.478 -6.139 1.627
H57 3.600 -6.456 4.118
H58 5.135 -5.585 4.443
H59 4.644 -3.995 2.543
H60 3.278 -5.051 2.037
Br3 -0.422 -0.532 5.524
C27 -1.874 -0.470 4.275
C28 -3.102 -1.111 4.792
Br4 -3.979 0.036 6.084
H61 -1.485 -0.993 3.428
H62 -2.006 0.576 3.914
H63 -2.952 -2.045 5.258
H64 -3.805 -1.160 3.979
Br5 2.641 4.213 0.401
C29 3.452 3.150 -1.030
C30 3.548 4.034 -2.216
Br6 4.019 2.808 -3.620
H65 2.777 2.330 -1.222
H66 4.381 2.803 -0.666
H67 4.378 4.746 -2.104
H68 2.536 4.397 -2.354
Br7 2.363 -0.741 -3.134
C31 4.074 -0.706 -2.202
C32 5.006 -1.824 -2.580
Br8 4.694 -3.527 -1.675
H69 3.748 -0.804 -1.199
H70 4.484 0.261 -2.398
H71 6.083 -1.674 -2.366
H72 5.048 -2.150 -3.648
C33 9.030 -3.665 0.507
C34 9.585 -2.224 0.779
O13 8.476 -1.428 1.282
C35 7.557 -1.109 0.397
O14 7.594 -1.317 -0.751
C36 6.296 -0.547 1.117
F1 6.526 0.248 2.181
F2 5.691 0.214 0.216
F3 5.530 -1.549 1.411
H73 8.680 -4.181 1.413
H74 9.832 -4.245 -0.023
H75 8.217 -3.576 -0.191
H76 10.040 -1.710 -0.104
H77 10.308 -2.134 1.604
C37 -4.194 4.756 2.073
C38 -2.817 4.876 1.435
O15 -2.199 6.059 2.011
C39 -0.901 6.159 1.658
O16 -0.250 5.469 0.964
C40 -0.281 7.461 2.236
F4 -0.865 7.786 3.400
F5 1.017 7.365 2.408
F6 -0.538 8.388 1.307
H78 -4.085 4.309 3.068
H79 -4.881 4.188 1.458
H80 -4.707 5.724 2.121
H81 -2.843 5.067 0.357
H82 -2.162 4.039 1.706
C41 -4.274 -1.749 -3.242
C42 -3.897 -2.984 -4.099
O17 -5.014 -3.332 -4.950
C43 -4.871 -3.011 -6.223
O18 -3.959 -2.479 -6.792
C44 -6.072 -3.531 -7.088
F7 -7.278 -3.269 -6.526
F8 -6.045 -2.916 -8.275
F9 -5.979 -4.833 -7.337
H83 -4.245 -0.925 -3.923
H84 -3.479 -1.683 -2.467
H85 -5.230 -1.844 -2.718
H86 -3.734 -3.903 -3.494
H87 -3.031 -2.799 -4.752
C45 -2.288 0.791 -0.861
C46 -0.789 0.987 -0.599
O19 -0.298 0.085 0.424
C47 1.007 0.082 0.687
O20 1.955 0.653 0.236
C48 1.371 -0.978 1.750
F10 2.347 -1.691 1.171
F11 1.765 -0.300 2.826
F12 0.346 -1.690 2.132
H88 -2.616 -0.255 -1.107
H89 -2.576 1.539 -1.626
H90 -2.848 1.126 0.050
H91 -0.591 1.991 -0.246
H92 -0.261 0.641 -1.462

HOMO level = -9.42 eV
Multiplicity = 1
Orbital gap = 9.749 eV

---

[4]
# C30H80B4F16N5O10

A cluster of 9 separate species, C30H80B4F16N5O10 in total at a distorted geometry (ωB97M-V/def2-TZVPD, OMol25).

Cartesian coordinates (Å):
C1 4.471 2.452 -1.593
O1 5.334 3.446 -2.281
C2 6.417 2.975 -3.002
C3 6.123 2.063 -4.185
N1 7.081 0.823 -4.126
H1 8.029 1.128 -3.960
H2 6.835 0.129 -3.434
C4 7.107 -0.072 -5.370
C5 6.003 0.231 -6.434
O2 4.676 0.024 -5.872
C6 3.486 0.092 -6.608
H3 4.584 1.499 -2.109
H4 3.403 2.667 -1.543
H5 4.667 2.149 -0.564
H6 7.056 2.572 -2.216
H7 6.853 3.846 -3.491
H8 6.565 2.481 -5.089
H9 5.086 1.766 -4.342
H10 6.929 -1.083 -5.001
H11 8.111 -0.001 -5.788
H12 6.059 -0.380 -7.335
H13 6.112 1.273 -6.734
H14 3.342 1.101 -6.995
H15 2.575 -0.211 -6.092
H16 3.591 -0.621 -7.426
C7 -1.210 -2.336 8.123
O3 -2.563 -2.067 7.712
C8 -2.641 -1.150 6.628
C9 -2.523 -1.719 5.182
N2 -3.812 -2.594 5.027
H17 -3.644 -3.498 5.446
H18 -4.548 -2.227 5.613
C10 -4.335 -2.559 3.549
C11 -3.301 -3.088 2.504
O4 -2.330 -2.174 2.227
C12 -1.219 -2.778 1.580
H19 -0.741 -2.894 7.312
H20 -1.293 -3.040 8.952
H21 -0.496 -1.610 8.513
H22 -1.970 -0.295 6.707
H23 -3.651 -0.743 6.677
H24 -1.727 -2.394 4.867
H25 -2.595 -0.921 4.444
H26 -4.735 -1.562 3.369
H27 -5.194 -3.203 3.736
H28 -3.807 -3.248 1.552
H29 -2.949 -4.070 2.821
H30 -0.715 -3.552 2.158
H31 -0.558 -2.045 1.119
H32 -1.639 -3.303 0.723
C13 2.569 1.895 2.726
O5 1.803 2.292 1.602
C14 0.770 1.333 1.210
C15 0.279 1.948 -0.183
N3 -0.221 3.384 0.045
H33 0.631 3.856 0.311
H34 -0.557 3.891 -0.761
C16 -1.195 3.736 1.167
C17 -1.416 5.315 1.233
O6 -0.130 6.051 1.199
C18 0.250 6.276 2.562
H35 1.975 1.535 3.565
H36 3.235 2.697 3.045
H37 3.076 1.014 2.332
H38 -0.033 1.341 1.948
H39 1.151 0.316 1.116
H40 -0.564 1.429 -0.639
H41 1.079 1.945 -0.923
H42 -0.852 3.234 2.071
H43 -2.098 3.249 0.798
H44 -2.079 5.599 2.050
H45 -1.970 5.669 0.364
H46 -0.527 6.590 3.260
H47 0.932 7.120 2.458
H48 0.773 5.407 2.960
C19 -4.800 5.370 3.278
O7 -5.565 5.321 4.547
C20 -6.634 4.447 4.559
C21 -6.399 2.970 5.011
N4 -5.824 2.030 3.955
H49 -4.822 1.916 4.009
H50 -6.215 1.118 4.141
C22 -6.394 2.279 2.554
C23 -5.803 1.224 1.559
O8 -6.612 0.061 1.686
C24 -6.557 -0.718 0.412
H51 -5.473 5.270 2.427
H52 -4.160 4.509 3.086
H53 -4.208 6.283 3.208
H54 -7.117 4.491 3.583
H55 -7.272 4.828 5.355
H56 -7.382 2.642 5.348
H57 -5.779 2.905 5.906
H58 -5.993 3.190 2.109
H59 -7.480 2.322 2.476
H60 -4.759 1.073 1.835
H61 -5.606 1.581 0.549
H62 -5.664 -1.316 0.230
H63 -7.144 -0.313 -0.413
H64 -7.210 -1.544 0.693
C25 2.836 -0.966 -0.675
O9 2.299 -0.564 -1.917
C26 2.633 -1.420 -2.997
C27 2.050 -2.726 -2.928
N5 0.537 -2.522 -2.983
H65 0.276 -2.029 -2.141
H66 0.349 -2.083 -3.873
C28 -0.459 -3.667 -3.158
C29 -1.809 -3.088 -2.844
O10 -1.751 -2.121 -1.804
C30 -2.945 -1.555 -1.379
H67 3.883 -1.103 -0.946
H68 2.345 -1.885 -0.353
H69 2.875 -0.255 0.150
H70 3.715 -1.505 -3.097
H71 2.235 -0.881 -3.857
H72 2.312 -3.263 -2.016
H73 2.242 -3.272 -3.851
H74 -0.030 -4.398 -2.474
H75 -0.311 -4.231 -4.079
H76 -2.456 -3.895 -2.499
H77 -2.401 -2.736 -3.689
H78 -3.348 -2.345 -0.745
H79 -3.567 -1.178 -2.191
H80 -2.679 -0.737 -0.710
B1 2.130 -4.509 0.747
F1 1.935 -5.842 1.025
F2 1.055 -4.055 -0.009
F3 2.179 -3.797 1.948
F4 3.314 -4.505 0.028
B2 -0.273 -1.206 -6.339
F5 -1.382 -0.437 -6.453
F6 -0.618 -2.524 -6.363
F7 0.464 -0.882 -7.468
F8 0.355 -0.848 -5.178
B3 2.693 -6.221 -4.134
F9 2.604 -5.278 -5.139
F10 1.782 -7.243 -4.316
F11 3.957 -6.793 -4.012
F12 2.211 -5.615 -3.022
B4 7.279 -1.234 -1.324
F13 7.261 -1.886 -0.103
F14 8.595 -0.930 -1.730
F15 6.812 -2.047 -2.415
F16 6.507 -0.062 -1.255

HOMO level = -9.43 eV
Charge = +1
Multiplicity = 1
Orbital gap = 3.946 eV

---

[5]
# C4H12NO

A structure of composition C4H12NO at a distorted geometry (ωB97M-V/def2-TZVPD, OMol25).

Cartesian coordinates (Å):
C1 1.194 -0.915 0.885
C2 1.699 1.147 -0.503
C3 -0.680 -0.149 -0.997
C4 -1.849 -0.529 -0.141
N1 0.755 0.288 0.173
O1 -2.065 0.404 0.927
H1 1.428 -1.753 0.170
H2 2.034 -0.655 1.512
H3 0.424 -1.301 1.513
H4 2.055 0.685 -1.403
H5 1.150 2.146 -0.857
H6 2.356 1.420 0.327
H7 -0.603 0.767 -1.418
H8 -0.267 -0.951 -1.661
H9 -2.790 -0.340 -0.900
H10 -2.076 -1.469 0.377
H11 0.207 0.875 0.848
H12 -2.972 0.330 1.148

HOMO level (alpha / beta) = -10.27 / -14.76 eV
Charge = +1
Multiplicity = 3
Orbital gap (alpha / beta) = 7.420 / 5.925 eV